35
Properties=species:S:1:pos:R:3 method="wB97M-V/def2-TZVPD" charge=+2 e_above_lowest_ev=0.0000 gap_ha=0.2765 spin_multiplicity=1 homo_ev=-15.030 e_lumo_ha=-0.27584
I 0.295 -0.606 -4.936
I -0.330 1.897 -4.206
Y 0.010 -0.491 -0.010
P -2.547 -0.013 -0.058
C -3.456 1.460 0.345
C -3.075 -0.610 -1.700
H -4.163 -0.801 -1.728
H -4.204 -1.525 1.026
H -2.567 -1.540 -1.993
H -2.618 -2.312 0.915
H -3.165 2.256 -0.354
H -2.792 0.111 -2.477
C -3.115 -1.348 1.096
H -4.555 1.325 0.315
H -2.871 -1.103 2.137
H -3.165 1.816 1.344
P 2.549 0.075 -0.048
C 3.404 1.579 0.360
C 3.158 -1.242 1.106
H 2.626 -1.445 -1.989
H 4.200 -0.654 -1.716
H 2.799 0.203 -2.469
C 3.105 -0.502 -1.687
H 2.693 -2.222 0.921
H 4.252 -1.382 1.035
H 4.507 1.482 0.335
H 3.095 1.924 1.357
H 2.904 -1.006 2.146
H 3.090 2.365 -0.340
C -0.035 1.965 0.423
O -0.056 3.102 0.740
C 0.007 -0.605 2.239
H 0.017 -1.699 2.399
H -0.891 -0.235 2.735
H 0.894 -0.216 2.738

156
Properties=species:S:1:pos:R:3 method="wB97M-V/def2-TZVPD" charge=+1 gap_ha=0.3238 spin_multiplicity=1 homo_ev=-10.558 e_lumo_ha=-0.06421
C -0.819 -2.337 1.925
C -1.865 -1.268 1.581
N -1.423 -0.387 0.492
C -2.371 0.476 0.031
C -2.609 1.712 0.384
C -2.016 2.660 1.337
C -0.959 2.149 2.327
C 0.400 2.797 2.043
C 1.273 2.253 0.908
N 2.367 1.407 1.446
C 3.411 2.247 1.888
C 4.396 2.810 0.912
O 3.540 2.484 3.003
N -3.656 2.017 -0.388
O -4.325 3.209 -0.382
C -3.567 4.284 -0.974
C -4.501 5.121 -1.834
C -4.731 6.525 -1.302
O -4.013 5.181 -3.163
C -4.055 1.088 -1.130
P -5.446 1.014 -2.318
C -6.991 1.587 -1.451
C -8.005 0.423 -1.506
C -5.084 2.085 -3.775
C -3.607 2.173 -4.136
N -3.274 0.092 -0.891
C -3.321 -1.249 -1.448
Cl -4.957 -1.949 -1.360
C -2.775 -1.200 -2.875
C -1.247 -1.264 -2.781
H 0.137 -2.000 1.560
H -1.126 -3.279 1.515
H -0.811 -2.463 2.991
H -2.134 -0.690 2.459
H -2.784 -1.745 1.273
H -0.560 0.077 0.705
H -2.856 3.006 1.929
H -1.637 3.546 0.856
H -1.243 2.548 3.288
H -0.922 1.086 2.451
H 0.257 3.854 1.905
H 0.971 2.649 2.945
H 1.770 3.123 0.486
H 0.751 1.791 0.083
H 2.780 0.861 0.694
H 3.917 3.238 0.041
H 5.088 2.060 0.559
H 4.973 3.587 1.367
H -2.729 3.909 -1.536
H -3.157 4.944 -0.225
H -5.459 4.616 -1.860
H -5.764 6.790 -1.457
H -4.157 7.264 -1.829
H -4.541 6.633 -0.245
H -4.766 5.176 -3.750
H -6.739 1.736 -0.416
H -7.369 2.483 -1.911
H -8.321 0.119 -0.523
H -8.868 0.672 -2.092
H -7.527 -0.434 -1.946
H -5.595 1.626 -4.607
H -5.550 3.049 -3.635
H -2.973 2.352 -3.285
H -3.472 3.013 -4.796
H -3.309 1.290 -4.669
H -2.678 -1.913 -0.917
H -3.014 -0.262 -3.335
H -3.095 -2.048 -3.452
H -0.862 -0.535 -2.093
H -0.840 -1.090 -3.761
H -0.967 -2.240 -2.437
C -4.994 -0.258 4.571
Cl -4.913 0.849 3.201
Cl -6.002 -1.648 4.172
Cl -3.370 -0.765 5.027
H -5.439 0.255 5.411
C 4.207 -1.449 -2.467
Cl 4.188 -3.091 -1.846
Cl 3.400 -1.323 -4.029
Cl 3.503 -0.309 -1.302
H 5.244 -1.178 -2.604
C 7.792 -1.507 -0.681
Cl 6.942 -0.727 0.648
Cl 7.286 -3.192 -0.829
Cl 7.519 -0.649 -2.205
H 8.849 -1.474 -0.463
C -4.204 -0.873 -7.159
Cl -5.149 -1.619 -5.868
Cl -5.096 0.457 -7.886
Cl -2.654 -0.303 -6.539
H -4.015 -1.620 -7.918
C 4.278 1.238 6.117
Cl 5.821 0.480 6.508
Cl 2.933 0.162 6.525
Cl 4.108 2.782 6.952
H 4.249 1.424 5.055
C -1.337 5.202 5.240
Cl -1.171 6.259 3.836
Cl -2.317 3.786 4.844
Cl 0.233 4.673 5.827
H -1.831 5.756 6.026
C -2.972 -5.794 -1.158
Cl -2.587 -7.496 -1.383
Cl -1.504 -4.807 -1.166
Cl -4.091 -5.265 -2.409
H -3.453 -5.679 -0.195
C 0.465 -9.789 -2.613
Cl 0.841 -11.497 -2.815
Cl 1.938 -8.821 -2.641
Cl -0.654 -9.241 -3.859
H -0.008 -9.657 -1.650
C 0.242 -2.186 6.960
Cl -0.323 -3.792 7.401
Cl -0.735 -1.548 5.634
Cl 0.211 -1.110 8.350
H 1.262 -2.262 6.612
C 10.213 -1.794 2.624
Cl 10.834 -2.318 1.053
Cl 11.499 -1.843 3.826
Cl 9.510 -0.170 2.523
H 9.442 -2.479 2.925
C 9.764 -5.627 4.168
Cl 9.253 -4.834 2.669
Cl 9.789 -7.377 3.961
Cl 11.339 -5.033 4.679
H 9.048 -5.388 4.936
C 14.147 1.551 3.375
Cl 14.565 3.001 2.456
Cl 14.183 1.881 5.106
Cl 12.566 0.940 2.893
H 14.885 0.792 3.159
C -6.429 4.149 -8.947
Cl -5.229 5.159 -9.745
Cl -6.158 4.119 -7.197
Cl -8.063 4.703 -9.316
H -6.322 3.138 -9.320
C -6.148 -5.959 2.148
Cl -6.006 -4.844 0.785
Cl -7.345 -7.203 1.814
Cl -4.578 -6.682 2.515
H -6.474 -5.397 3.013
C 2.094 -6.218 6.001
Cl 2.094 -6.624 4.282
Cl 3.166 -7.282 6.902
Cl 2.540 -4.531 6.230
H 1.087 -6.352 6.373
C -7.416 -0.172 -11.176
Cl -5.851 -0.958 -10.953
Cl -8.726 -1.254 -10.720
Cl -7.501 1.330 -10.243
H -7.526 0.073 -12.222
C 13.328 6.425 1.524
Cl 14.425 7.765 1.849
Cl 11.675 6.849 1.971
Cl 13.411 5.947 -0.174
H 13.633 5.583 2.128

52
Properties=species:S:1:pos:R:3 method="wB97M-V/def2-TZVPD" e_above_lowest_ev=0.3503 gap_ha=0.3169 spin_multiplicity=1 homo_ev=-8.130 e_lumo_ha=0.01814
C -6.118 -3.146 -0.376
C -6.573 -1.751 0.007
H -6.997 -1.729 1.017
H -7.331 -1.373 -0.688
O -5.439 -0.880 -0.034
C -5.607 0.347 0.460
O -6.646 0.748 0.914
C -4.321 1.156 0.425
C -3.678 1.139 -0.968
H -3.862 0.177 -1.447
H -4.117 1.918 -1.592
C -2.171 1.359 -0.871
N -1.555 0.252 -0.169
C -0.292 -0.200 -0.327
O 0.114 -1.173 0.282
C 0.605 0.569 -1.303
C 0.978 1.945 -0.752
C 2.358 1.760 -0.130
O 2.895 2.575 0.585
N 2.852 0.566 -0.544
C 4.093 0.014 -0.192
C 4.637 -1.024 -0.946
C 5.857 -1.576 -0.601
C 6.571 -1.117 0.496
C 6.022 -0.082 1.243
C 4.804 0.477 0.913
H 4.404 1.281 1.507
H 6.557 0.293 2.104
C 7.884 -1.730 0.880
H 7.735 -2.464 1.673
H 8.340 -2.236 0.032
H 8.570 -0.972 1.250
H 6.258 -2.379 -1.203
H 4.120 -1.407 -1.812
C 1.959 -0.137 -1.444
H 2.327 -0.076 -2.475
H 1.876 -1.185 -1.141
H 1.053 2.697 -1.540
H 0.294 2.319 0.008
H 0.105 0.628 -2.273
C -2.395 -0.419 0.814
C -3.336 0.582 1.465
H -3.882 0.099 2.276
H -2.751 1.394 1.901
H -1.729 -0.872 1.552
H -2.969 -1.220 0.338
H -1.978 2.306 -0.349
H -1.754 1.441 -1.876
H -4.591 2.176 0.709
H -5.363 -3.501 0.321
H -5.693 -3.142 -1.376
H -6.966 -3.824 -0.355

12
Properties=species:S:1:pos:R:3 method="wB97M-V/def2-TZVPD" charge=+1 e_above_lowest_ev=5.6918 gap_ha="0.2950 / 0.2953" spin_multiplicity=1 homo_ev="-15.309 / -15.310" e_lumo_ha="-0.26759 / -0.26735"
C -1.969 1.852 -1.243
C -0.799 1.668 -1.939
C -0.746 0.378 -0.279
C 0.818 -0.811 1.783
O -1.908 1.007 -0.169
O -0.155 0.624 -1.406
O -0.355 -1.040 1.322
H -2.730 2.612 -1.357
H -0.638 1.930 -2.950
H 0.756 -0.040 2.585
H 1.709 -1.008 1.132
H 0.693 -1.691 2.442

For the records above, the corresponding strongest force on any atom values read 0.1389, 0.1224, 0.0128, 0.1092 Eh/bohr.